No. 1
Molecular formula: C25H54O20P4
Method: DFT, ωB97M-V with the def2-TZVPD basis set

Each line ends with the Löwdin charge.
Atoms and positions in Å:
P: -3.03 7.06 3.99  0.536
P: -2.20 4.64 -7.99  0.532
P: 8.09 -6.19 5.30  0.590
P: 2.57 -5.29 1.82  0.563
O: 8.98 -4.94 5.97  -0.256
O: 1.46 -6.06 0.90  -0.245
O: -7.22 0.65 -2.36  -0.151
O: -1.84 6.08 -7.87  -0.249
O: -3.81 5.76 3.34  -0.223
O: -1.67 3.98 -0.21  0.135
O: 7.62 -7.56 4.48  -0.241
O: 8.45 -7.09 6.62  -0.253
O: -1.73 8.07 4.19  -0.250
O: -2.98 4.61 -9.46  -0.253
O: -2.70 6.28 5.38  -0.242
O: -0.97 3.74 -8.57  -0.243
O: -4.17 8.00 4.12  -0.247
O: 2.08 -3.97 2.30  -0.259
O: -0.94 1.13 -0.09  -0.039
O: 6.73 -5.58 5.41  -0.252
O: 2.17 -6.20 3.16  -0.251
O: 3.41 -4.73 0.50  -0.236
O: -1.95 4.14 -6.44  -0.219
O: -3.53 1.79 -3.84  0.080
C: 2.98 -5.99 4.33  -0.095
C: -4.45 2.64 -1.78  -0.125
C: -1.91 1.69 -0.84  -0.214
C: 9.14 -3.76 5.15  -0.107
C: -1.47 8.99 3.11  -0.103
C: -2.47 1.05 -1.86  0.104
C: -6.55 1.72 -3.00  -0.196
C: 8.63 -8.52 4.12  -0.112
C: -6.86 0.03 -0.05  -0.059
C: -6.38 -0.12 -1.52  -0.244
C: 1.28 -7.47 1.00  -0.119
C: -5.94 2.75 -2.03  -0.080
C: 0.04 -1.42 -0.98  -0.080
C: 0.34 1.14 -0.75  -0.168
C: 4.09 -5.69 -0.33  -0.115
C: -2.21 2.76 -6.13  -0.097
C: -2.41 3.09 -0.54  -0.294
C: -4.28 5.23 -9.50  -0.108
C: -1.22 2.66 -9.48  -0.123
C: -3.51 1.82 -2.63  -0.309
C: -1.35 6.00 5.76  -0.119
C: 9.77 -7.10 7.16  -0.118
C: 0.62 -0.11 -1.59  -0.211
C: -3.88 3.27 -0.76  0.062
C: -3.02 4.59 3.03  -0.100
H: 1.04 -7.85 0.00  0.085
H: -4.43 3.91 -0.07  0.132
H: -4.95 4.75 -8.78  0.082
H: -1.36 2.14 -6.43  0.090
H: -7.30 2.24 -3.60  0.124
H: 4.58 -6.46 0.28  0.080
H: -0.45 -1.26 -0.03  0.073
H: -0.51 1.86 -9.27  0.086
H: -6.42 2.57 -1.06  0.120
H: 0.34 1.99 -1.44  0.127
H: -6.48 -1.18 -1.77  0.115
H: -1.33 5.03 6.27  0.087
H: 4.03 -6.20 4.11  0.075
H: -6.10 0.46 0.60  0.067
H: 3.39 -6.16 -1.02  0.084
H: 2.17 -7.98 1.35  0.078
H: -6.23 3.76 -2.31  0.128
H: 0.08 0.03 -2.54  0.087
H: -5.32 0.12 -1.62  0.103
H: -0.57 9.55 3.36  0.087
H: -5.83 1.30 -3.72  0.111
H: -3.12 2.40 -6.62  0.087
H: 9.77 -3.06 5.70  0.088
H: -2.23 2.27 -9.39  0.077
H: -1.29 8.45 2.18  0.084
H: -4.68 5.09 -10.50  0.086
H: 1.66 -0.22 -1.88  0.107
H: -2.30 9.68 2.99  0.085
H: 9.63 -4.01 4.21  0.081
H: 9.54 -8.03 3.77  0.081
H: 0.84 -2.15 -0.93  0.067
H: -3.57 3.99 2.31  0.071
H: -2.19 0.04 -2.12  0.128
H: -2.06 4.87 2.59  0.082
H: 2.64 -6.68 5.10  0.088
H: 0.45 -7.69 1.67  0.087
H: 10.53 -6.85 6.42  0.078
H: 1.14 1.27 -0.03  0.128
H: 4.85 -5.16 -0.90  0.084
H: -4.19 6.29 -9.28  0.085
H: -1.06 3.00 -10.51  0.086
H: -7.19 -0.93 0.35  0.067
H: -2.87 4.00 3.93  0.090
H: -2.36 2.66 -5.05  0.051
H: 8.25 -9.14 3.32  0.085
H: -0.68 5.96 4.91  0.078
H: -0.70 -1.83 -1.67  0.062
H: 9.98 -8.10 7.54  0.087
H: 9.83 -6.40 7.99  0.087
H: -1.00 6.77 6.46  0.087
H: 2.87 -4.97 4.69  0.086
H: 8.17 -3.30 4.96  0.085
H: 8.87 -9.15 4.98  0.086
H: -7.73 0.70 -0.06  0.075

- Largest force on an atom: 8.23 eV/Å
- ΔE to the lowest compared entry with this formula, charge and spin: 121.04 kcal/mol
- Charge: 0
- Total energy: -3855.0429 Eh
- Frontier orbital gap: 7.7 eV
- Structure (SMILES): CCCOC1=CC(=O)C(CCOCC)=CC1=O.COP(=O)(OC)OC.COP(=O)(OC)OC.COP(=O)(OC)OC.COP(=O)(OC)OC

No. 2
Molecular formula: C44H70FN2O8P3Rb
Method: DFT, ωB97M-V with the def2-TZVPD basis set

Each line ends with the Löwdin charge.
Atoms and positions in Å:
Rb: -1.24 -1.01 -0.14  0.877
P: -0.78 -4.01 -1.76  0.298
P: 0.62 2.18 -0.34  1.172
P: -3.48 -2.64 -1.74  0.413
F: 0.70 -1.38 8.30  -0.029
O: -3.64 -2.25 -0.33  -0.361
O: -4.91 -2.80 -2.46  -0.107
O: -0.47 -2.89 -2.96  -0.199
O: -0.51 -3.36 -0.45  -0.485
O: -0.16 -5.30 -2.18  -0.297
O: -2.79 -1.56 -2.69  -0.164
O: -2.85 -4.66 -3.34  -0.061
O: -3.36 0.73 -0.67  -0.095
N: -4.61 2.43 -1.51  -0.085
N: -4.96 1.61 0.67  -0.067
C: 0.26 2.33 2.42  -0.107
C: -0.53 0.32 5.30  -0.078
C: 3.41 -4.97 -3.23  -0.077
C: -1.70 2.78 1.00  -0.119
C: -1.35 -0.67 4.66  -0.372
C: 4.89 -4.98 -1.21  -0.065
C: 4.44 0.75 0.70  -0.066
C: -1.41 -1.92 5.36  -0.087
C: 3.07 -3.30 -1.32  -0.189
C: 2.39 1.95 0.22  -0.283
C: -0.02 4.56 1.36  -0.090
C: 3.24 -2.20 -2.16  0.005
C: 3.53 0.22 -2.63  -0.373
C: 3.47 -4.71 -1.73  -0.374
C: 2.68 -3.04 -0.02  0.000
C: -4.27 1.54 -0.51  -0.489
C: 1.56 4.73 -1.55  -0.089
C: 3.12 0.74 0.20  -0.170
C: 1.22 2.76 -2.98  -0.118
C: -0.74 -2.14 6.55  -0.068
C: -5.96 2.62 0.97  -0.168
C: 0.78 -2.26 2.31  -0.072
C: 3.10 -0.90 -1.69  -0.131
C: 3.02 3.06 0.78  -0.119
C: 5.04 1.87 1.22  -0.075
C: 2.77 -0.65 -0.34  -0.065
C: -5.73 3.34 -1.36  -0.174
C: 2.94 0.08 -4.03  -0.074
C: -0.19 3.05 1.15  -0.654
C: 2.54 -1.76 0.52  -0.098
C: -3.10 -5.22 -0.94  -0.065
C: -0.76 3.86 -2.02  -0.105
C: 5.07 0.28 -2.72  -0.044
C: 0.03 -1.14 7.12  -0.332
C: -2.61 -4.21 -2.00  -0.589
C: 0.70 3.47 -1.73  -0.684
C: -2.03 -0.45 3.44  -0.113
C: 4.32 3.05 1.28  -0.071
C: -4.72 0.59 1.69  -0.021
C: 2.23 -1.80 2.03  -0.324
C: 0.14 0.08 6.49  -0.068
C: -4.16 2.17 -2.87  -0.038
C: 2.50 -0.56 2.88  -0.045
C: -5.79 3.83 0.07  -0.158
H: -5.84 2.90 2.02  0.124
H: 1.93 0.31 2.54  0.053
H: 5.47 -0.65 -3.12  0.081
H: -1.98 -1.94 -3.11  0.061
H: -2.02 0.53 2.97  -0.011
H: 2.60 4.47 -1.34  0.071
H: -6.61 4.53 0.22  0.114
H: -2.12 3.21 0.09  0.056
H: 0.68 -2.58 3.36  0.086
H: 5.60 -4.29 -1.67  0.082
H: -5.68 0.21 2.05  0.095
H: -2.24 3.20 1.86  0.099
H: -0.58 4.83 2.25  0.087
H: 1.20 5.40 -0.77  0.061
H: -1.90 1.71 0.97  0.032
H: 0.49 -2.99 -3.11  0.068
H: -6.68 2.86 -1.64  0.127
H: -2.66 -1.22 3.00  0.022
H: 1.55 5.28 -2.50  0.086
H: 5.20 -6.00 -1.45  0.074
H: 3.09 0.99 -4.61  0.077
H: -6.97 2.21 0.86  0.123
H: -0.81 -3.10 7.06  0.100
H: -4.13 -5.50 -1.14  0.082
H: -1.40 2.98 -2.12  0.071
H: -3.78 3.08 -3.33  0.083
H: 4.99 -0.18 0.67  0.131
H: -2.47 -6.12 -1.00  0.082
H: -3.01 -4.80 0.06  0.083
H: 2.88 -2.58 2.41  0.128
H: -4.16 0.99 2.54  0.074
H: -0.42 5.15 0.53  0.060
H: -2.10 -5.23 -3.56  0.083
H: 0.75 0.85 6.95  0.100
H: 0.08 -1.43 2.18  0.008
H: 1.86 -0.13 -3.99  0.078
H: 2.47 3.99 0.85  0.068
H: 2.77 -5.40 -1.24  0.135
H: 6.06 1.82 1.59  0.106
H: 3.20 1.16 -2.20  0.086
H: -4.97 1.77 -3.49  0.092
H: -3.36 1.42 -2.83  0.078
H: 0.77 1.77 -3.10  0.072
H: -0.31 2.72 3.27  0.083
H: 1.32 2.49 2.64  0.078
H: 3.41 -0.74 -4.59  0.073
H: 3.56 -0.28 2.90  0.072
H: -4.15 -0.23 1.27  0.063
H: 0.07 1.25 2.38  0.062
H: 3.66 -6.01 -3.43  0.078
H: 2.18 -0.77 3.91  0.086
H: 0.98 3.36 -3.87  0.087
H: 4.75 3.95 1.70  0.102
H: -5.58 4.18 -2.05  0.119
H: -5.54 -3.22 -1.85  0.090
H: -4.85 4.33 0.31  0.119
H: 2.41 -4.80 -3.63  0.071
H: 4.95 -4.85 -0.12  0.076
H: 2.30 2.65 -2.95  0.066
H: 2.54 -3.89 0.65  0.138
H: -1.19 4.51 -1.25  0.061
H: 0.47 -3.09 1.67  0.055
H: 5.38 1.10 -3.38  0.080
H: 5.51 0.45 -1.73  0.067
H: -0.43 1.29 4.83  0.069
H: -2.01 -2.72 4.93  0.096
H: 4.13 -4.35 -3.77  0.073
H: -0.80 4.41 -2.97  0.085
H: 1.02 4.87 1.53  0.064
H: 3.56 -2.35 -3.18  0.105

- Largest force on an atom: 1.77 eV/Å
- ΔE to the lowest compared entry with this formula, charge and spin: 42.40 kcal/mol
- Charge: -1
- Total energy: -3578.3775 Eh
- Frontier orbital gap: 4.0 eV

No. 3
Molecular formula: C3H12NO2
Method: DFT, ωB97M-V with the def2-TZVPD basis set

Each line ends with the Löwdin spin population.
Atoms and positions in Å:
O: 0.71 -1.57 -0.63  0.002
O: -0.85 -2.97 -2.86  0.000
N: 1.17 0.40 1.11  0.033
C: -0.11 1.09 0.88  0.308
C: -0.96 1.28 1.98  0.400
C: -0.04 2.23 -0.04  0.121
H: 1.11 -0.15 1.98  0.001
H: -0.05 -2.03 -1.02  0.000
H: 1.13 -0.44 0.43  0.007
H: -0.57 3.16 0.20  0.025
H: -1.79 -2.77 -2.90  0.000
H: -0.77 0.66 2.85  0.018
H: -1.93 1.77 1.86  0.011
H: -0.58 2.00 -1.00  0.066
H: 1.46 -2.16 -0.66  0.000
H: -0.87 -3.94 -3.04  0.000
H: 0.97 2.41 -0.39  0.004
H: 1.98 1.01 1.26  0.004

- Largest force on an atom: 4.55 eV/Å
- Spin multiplicity: 2
- ΔE to the lowest compared entry with this formula, charge and spin: 39.27 kcal/mol
- Charge: +2
- Total energy: -325.9335 Eh
- Frontier orbital gap (spin up / spin down): 6.9 / 3.6 eV

No. 4
Molecular formula: C40H41HgN9PS
Method: DFT, ωB97M-V with the def2-TZVPD basis set

Each line ends with the Löwdin spin population.
Atoms and positions in Å:
Hg: -1.10 -0.51 0.14  0.000
S: -1.63 -0.85 3.41  0.000
P: 2.86 -1.09 0.14  0.000
N: -1.90 1.96 -2.91  -0.023
N: -2.00 2.61 1.18  0.071
N: -3.03 -2.79 2.10  0.000
N: 0.51 -0.80 -4.66  0.042
N: 1.66 3.60 0.16  0.000
N: -0.46 0.07 -2.71  0.002
N: 0.88 1.27 0.53  0.000
N: -4.33 -1.24 3.06  0.000
N: -1.87 2.01 -1.59  0.029
C: 4.96 -2.24 -1.27  0.000
C: -3.04 -0.55 1.03  0.001
C: -4.78 0.08 3.39  0.000
C: -3.01 -1.33 2.36  0.000
C: 2.16 -3.82 0.06  0.000
C: 1.70 -2.51 -0.01  0.000
C: 6.44 -3.08 0.91  0.000
C: -3.46 4.45 0.68  0.048
C: -1.17 1.00 -3.47  0.160
C: 6.16 -2.91 -1.46  0.000
C: -0.46 -3.31 -0.58  0.000
C: -2.13 2.90 2.47  -0.003
C: 0.31 -0.75 -3.30  0.076
C: -2.67 3.34 0.27  0.041
C: -4.37 -3.13 1.66  0.000
C: 0.74 4.66 0.59  0.001
C: -1.14 0.92 -4.91  0.016
C: 5.23 -2.42 1.10  0.000
C: -1.91 1.72 -5.77  0.095
C: -0.01 -4.62 -0.56  0.000
C: -0.28 -0.03 -5.52  0.025
C: 3.82 0.25 2.39  0.000
C: 1.81 -1.01 2.75  0.000
C: -2.88 3.97 2.95  0.076
C: 2.86 -0.65 1.91  0.000
C: 2.69 0.38 4.51  0.000
C: -1.82 1.59 -7.15  0.008
C: 1.31 -4.89 -0.22  0.000
C: -2.56 3.03 -1.12  0.162
C: 3.07 3.84 0.39  0.000
C: 1.23 2.35 0.36  0.000
C: 6.91 -3.33 -0.37  0.000
C: 3.74 0.75 3.68  0.000
C: 1.72 -0.49 4.04  0.000
C: -0.20 -0.16 -6.89  0.030
C: -3.55 4.76 2.01  0.009
C: 0.36 -2.20 -0.30  0.000
C: 4.47 -1.99 0.02  0.000
C: -0.98 0.66 -7.72  0.101
C: -5.25 -2.01 2.25  0.000
H: -0.68 -5.44 -0.80  0.000
H: -4.16 5.60 2.33  -0.001
H: -1.63 2.22 3.15  -0.002
H: 1.68 -5.90 -0.16  0.000
H: -3.74 -1.01 0.33  0.000
H: -5.55 0.03 4.18  0.000
H: 6.51 -3.10 -2.47  0.000
H: -0.91 0.56 -8.80  0.008
H: 7.85 -3.84 -0.52  0.000
H: 4.50 1.44 4.04  0.000
H: 4.39 -1.90 -2.13  0.000
H: 4.86 -2.25 2.10  0.000
H: 2.61 0.78 5.51  0.000
H: -3.93 0.65 3.78  0.000
H: -5.70 -1.40 1.44  0.000
H: -0.27 4.36 0.35  0.001
H: 0.86 -0.77 4.63  0.000
H: 1.01 -1.65 2.41  0.000
H: -3.08 3.68 -1.83  0.009
H: 0.85 -1.48 -2.70  0.004
H: 4.63 0.57 1.75  0.000
H: -2.43 2.23 -7.78  -0.003
H: -2.56 2.45 -5.31  0.007
H: -4.66 -4.12 2.04  0.000
H: 3.19 -4.03 0.32  0.000
H: 1.04 -1.56 -5.04  0.000
H: 7.01 -3.40 1.78  0.000
H: 0.99 5.57 0.05  0.000
H: -3.98 5.04 -0.07  0.002
H: -1.51 -3.15 -0.82  0.000
H: -3.35 0.48 1.16  0.000
H: -4.49 -3.16 0.57  0.000
H: -2.95 4.15 4.01  0.006
H: 3.38 4.71 -0.20  0.000
H: 3.28 4.03 1.45  0.000
H: 0.48 -0.90 -7.31  -0.001
H: -6.08 -2.40 2.86  0.000
H: -2.32 -3.00 1.41  0.000
H: 3.64 2.98 0.07  0.000
H: 0.82 4.84 1.67  0.000
H: -5.21 0.63 2.54  0.000

- Largest force on an atom: 0.75 eV/Å
- Spin multiplicity: 2
- ΔE to the lowest compared entry with this formula, charge and spin: 10.10 kcal/mol
- Charge: -2
- Total energy: -2934.5038 Eh
- Frontier orbital gap (spin up / spin down): 3.9 / 4.9 eV

No. 5
Molecular formula: C39H53BrCl3N6O3PSSiV
Method: DFT, ωB97M-V with the def2-TZVPD basis set

Each line ends with the Löwdin spin population.
Atoms and positions in Å:
Br: -0.91 0.34 -0.73  0.002
V: 1.61 -0.37 2.61  1.870
Cl: 2.35 -1.47 0.65  0.021
Cl: 3.60 -3.28 -4.47  0.000
Cl: 4.79 -4.15 4.60  -0.001
S: 2.62 -2.09 3.69  -0.026
P: -1.60 0.02 4.14  0.003
Si: -2.29 0.80 -2.51  0.000
O: 4.77 0.20 1.31  0.004
O: 2.85 0.81 2.23  0.027
O: 4.12 1.47 -1.06  0.000
N: -2.21 -2.18 2.51  0.003
N: 0.10 0.05 6.38  0.009
N: -0.09 -1.59 2.42  0.006
N: 0.11 1.30 2.33  0.004
N: -1.67 2.50 2.84  0.005
N: 1.18 0.15 4.47  0.003
C: -2.37 -0.94 -3.40  0.000
C: 3.65 -2.87 2.53  0.002
C: -4.91 1.96 -2.60  0.000
C: -3.61 -1.02 -4.29  0.000
C: 0.21 2.51 1.73  0.005
C: 3.31 1.69 0.06  0.001
C: -1.14 -1.18 -4.27  0.000
C: -1.27 -1.32 2.95  0.007
C: 2.06 0.35 5.47  0.009
C: 5.02 -0.04 -2.61  0.000
C: -1.60 -3.03 1.65  -0.001
C: -1.46 3.56 -2.74  0.000
C: -2.94 2.86 3.41  0.000
C: 3.72 0.81 1.28  0.008
C: -3.66 2.38 -0.49  0.000
C: 3.72 -1.85 -3.50  0.000
C: -0.89 3.26 2.03  -0.001
C: 0.16 1.92 -3.58  0.000
C: -3.59 -2.20 2.90  0.000
C: -0.28 -2.66 1.61  0.003
C: 2.70 -0.29 -2.00  0.000
C: 3.91 0.37 -1.85  0.000
C: 3.55 -2.60 1.16  0.007
C: 5.30 -4.12 0.66  0.000
C: -0.96 -0.19 7.32  0.001
C: 1.40 0.28 6.67  -0.001
C: 6.29 0.75 -2.52  0.000
C: -3.93 1.35 -1.60  0.000
C: 4.61 -3.80 2.93  -0.001
C: -1.35 2.21 -3.46  0.000
C: 5.43 -4.42 2.00  0.000
C: -0.01 -0.03 5.03  0.021
C: 4.36 -3.20 0.22  0.000
C: -4.59 0.16 -0.90  0.000
C: 4.91 -1.16 -3.42  0.000
C: -1.03 1.32 3.00  0.006
C: 2.61 -1.41 -2.81  0.000
C: -2.41 -2.10 -2.39  0.000
C: -1.93 2.37 -4.86  0.000
H: -4.59 2.60 0.03  0.000
H: -1.60 0.70 7.43  0.000
H: -2.54 -3.03 -2.93  0.000
H: 0.62 2.67 -4.22  0.000
H: -1.58 -1.02 6.99  0.000
H: -1.10 -0.50 -5.12  0.000
H: 2.24 1.53 -0.13  0.001
H: 0.36 0.95 -4.00  0.000
H: -2.12 -3.82 1.14  0.000
H: 4.25 -2.96 -0.82  0.000
H: -1.48 -2.17 -1.83  0.000
H: -3.23 3.84 3.04  0.000
H: -3.91 -0.29 -0.18  0.000
H: -2.89 2.88 4.50  0.000
H: 7.06 0.30 -3.13  0.000
H: -2.47 3.94 -2.75  0.000
H: 5.77 -1.51 -3.97  0.000
H: -1.45 3.20 -5.37  0.000
H: -0.83 4.29 -3.24  0.000
H: -5.14 1.28 -3.41  0.000
H: 3.10 0.54 5.28  0.001
H: -3.60 -1.95 -4.85  0.000
H: -1.77 1.48 -5.47  0.000
H: 1.82 0.04 -1.47  0.000
H: -4.91 -0.60 -1.61  0.000
H: 0.64 1.98 -2.60  0.000
H: -4.53 -1.00 -3.70  0.000
H: -4.51 2.88 -3.03  0.000
H: -4.07 -1.25 2.66  0.000
H: 6.62 0.81 -1.49  0.000
H: -3.23 -2.01 -1.69  0.000
H: -0.53 -0.43 8.29  0.000
H: -4.10 -3.00 2.36  0.000
H: -3.00 2.57 -4.83  0.000
H: 5.96 -4.59 -0.06  0.000
H: -1.17 4.25 1.74  0.000
H: -2.95 1.99 0.24  0.000
H: -1.11 3.49 -1.71  0.000
H: -3.69 -2.38 3.97  0.000
H: -3.28 3.31 -0.88  0.000
H: -1.17 -2.19 -4.66  0.000
H: -3.70 2.13 3.11  0.000
H: 1.76 0.36 7.67  0.000
H: -0.22 -1.08 -3.69  0.000
H: 3.48 2.74 0.34  0.001
H: 6.10 1.77 -2.86  0.000
H: 1.67 -1.93 -2.90  0.000
H: -5.48 0.49 -0.36  0.000
H: 0.51 -3.13 1.06  0.000
H: 1.05 2.78 1.13  0.000
H: 6.16 -5.14 2.34  0.000
H: -5.84 2.22 -2.10  0.000
H: -3.65 -0.20 -5.00  0.000

- Largest force on an atom: 2.92 eV/Å
- Spin multiplicity: 3
- ΔE to the lowest compared entry with this formula, charge and spin: 32.66 kcal/mol
- Charge: +1
- Total energy: -7999.8098 Eh
- Frontier orbital gap (spin up / spin down): 7.2 / 7.1 eV

No. 6
Molecular formula: C3H2O
Method: DFT, ωB97M-V with the def2-TZVPD basis set

Each line ends with the natural charge from an NBO analysis.
Atoms and positions in Å:
O: 2.03 -0.99 -0.09  -0.444
C: -0.20 0.10 -0.03  -0.377
C: 0.97 -0.48 -0.01  0.576
C: -1.38 0.68 -0.03  -0.181
H: 0.37 -0.17 1.17  0.239
H: -1.79 0.86 -1.03  0.187

- Largest force on an atom: 0.86 eV/Å
- ΔE to the lowest compared entry with this formula, charge and spin: 67.37 kcal/mol
- Charge: 0
- Total energy: -190.5552 Eh
- Frontier orbital gap: 8.2 eV

ΔE to the lowest compared entry with this formula, charge and spin of number 3 (C3H12NO2)? 39.27 kcal/mol

Among the records above, which one has the lowest ΔE to the lowest compared entry with this formula, charge and spin? C40H41HgN9PS